[1]
This record from the OMol25 dataset describes a 2-piece molecular cluster, C18H13F3N3O6S overall. The level of theory is ωB97M-V with the def2-TZVPD basis set.

HOMO level (hartree): -0.14606
LUMO (eV): 1.553
Orbital gap (eV): 5.5271
Total charge: -1
Spin multiplicity: 1

```
44
C18H13F3N3O6S, DFT ωB97M-V with the def2-TZVPD basis set
F 3.518 0.867 -0.381
C 2.811 0.561 0.759
F 2.937 -0.792 0.960
F 3.423 1.158 1.818
S 1.058 1.092 0.527
N 0.555 -0.037 1.815
C 0.225 0.501 3.084
O 0.602 1.546 3.636
C -0.766 -0.542 3.558
C -0.411 -1.867 2.907
C 0.052 -1.363 1.530
O 0.038 -1.909 0.439
H -0.766 -0.472 4.647
H -1.790 -0.208 3.044
H 0.425 -2.435 3.395
H -1.284 -2.550 2.841
C -2.825 0.747 2.229
C -3.683 0.095 1.202
C -3.755 -1.332 1.155
C -4.700 -2.015 0.397
C -5.698 -1.314 -0.299
N -6.850 -2.010 -0.736
O -7.834 -1.386 -1.184
O -6.834 -3.262 -0.667
C -5.658 0.095 -0.298
C -4.638 0.759 0.379
C -2.478 2.161 2.274
C -2.640 3.041 1.198
C -2.801 4.392 1.417
C -2.822 4.865 2.753
N -3.583 5.990 3.162
O -3.633 6.232 4.393
O -4.140 6.688 2.297
C -2.295 4.077 3.793
C -2.135 2.736 3.546
H -3.486 0.598 3.131
H -3.024 -1.948 1.673
H -4.755 -3.100 0.372
H -6.458 0.644 -0.795
H -4.582 1.834 0.251
H -2.796 2.615 0.224
H -2.960 5.080 0.598
H -2.076 4.516 4.770
H -1.844 2.119 4.388
```

***

[2]
This record from the OMol25 dataset describes C2H2Cl6F3V2 as an isolated structure. The level of theory is ωB97M-V with the def2-TZVPD basis set.

HOMO level (spin up / spin down) (hartree): -0.49837 / -0.49837
LUMO (spin up / spin down) (eV): -5.766 / -5.775
Orbital gap (spin up / spin down) (eV): 7.7952 / 7.7867
Total charge: +1
Expectation value of S²: 12.009
Spin multiplicity: 7

```
15
C2H2Cl6F3V2, DFT ωB97M-V with the def2-TZVPD basis set
V -14.274 -24.173 28.943
V -14.835 -22.932 31.966
F -15.527 -24.765 30.678
F -12.915 -23.758 30.977
F -14.786 -22.196 29.630
C -17.599 -27.827 30.481
Cl -18.264 -27.098 29.026
Cl -16.786 -29.449 30.186
Cl -18.849 -27.890 31.832
H -16.871 -27.104 30.849
C -13.772 -27.413 32.436
Cl -14.573 -28.706 33.205
Cl -12.152 -27.845 32.013
Cl -13.825 -25.973 33.550
H -14.322 -27.058 31.565
```

***

[3]
This record from the OMol25 dataset describes a 12-piece molecular cluster, C36H102N6O18 overall. The level of theory is ωB97M-V with the def2-TZVPD basis set.

HOMO level (hartree): -0.33079
LUMO (eV): 0.071
Orbital gap (eV): 9.0722
Spin multiplicity: 1

```
162
C36H102N6O18, DFT ωB97M-V with the def2-TZVPD basis set
C 20.999 -1.046 0.539
C 21.344 -1.685 1.864
O 21.429 -3.088 1.916
O 21.932 -1.389 -0.521
H 21.059 0.041 0.641
H 19.999 -1.297 0.173
H 20.612 -1.346 2.602
H 22.312 -1.248 2.158
H 21.665 -3.536 1.086
H 22.460 -2.112 -0.166
C 28.982 0.216 5.058
C 30.197 -0.431 4.445
O 31.214 -0.548 5.446
O 28.583 -0.465 6.252
H 28.140 0.218 4.362
H 29.270 1.221 5.364
H 30.551 0.177 3.610
H 29.955 -1.439 4.080
H 30.755 -0.454 6.290
H 28.337 -1.364 6.006
C 23.506 -4.869 -0.705
C 24.412 -4.012 -1.564
O 23.892 -3.749 -2.859
O 22.255 -4.246 -0.457
H 24.012 -5.145 0.219
H 23.291 -5.818 -1.219
H 25.372 -4.530 -1.657
H 24.508 -3.052 -1.058
H 24.026 -4.511 -3.429
H 21.760 -4.179 -1.280
C 29.496 2.611 -1.122
C 28.631 2.088 0.001
O 29.469 1.580 1.027
O 30.366 1.620 -1.627
H 30.055 3.483 -0.732
H 28.907 3.062 -1.922
H 27.935 1.347 -0.393
H 27.952 2.878 0.339
H 29.716 2.297 1.617
H 30.582 1.082 -0.855
C 34.144 -0.796 2.166
C 33.367 -2.042 1.825
O 33.780 -3.225 2.488
O 33.756 -0.211 3.394
H 33.950 -0.062 1.370
H 35.218 -0.995 2.095
H 33.511 -2.284 0.766
H 32.290 -1.820 1.867
H 33.623 -3.140 3.433
H 33.110 -0.779 3.827
C 24.785 0.557 -1.675
C 24.681 2.055 -1.746
O 25.467 2.678 -0.735
O 24.438 0.103 -0.373
H 25.795 0.226 -1.932
H 24.183 0.087 -2.463
H 23.644 2.363 -1.556
H 24.983 2.422 -2.725
H 25.342 2.184 0.082
H 23.835 -0.643 -0.501
C 25.946 1.400 2.810
C 24.505 1.687 3.216
C 24.234 3.161 3.185
O 22.977 3.519 3.745
C 22.760 3.083 5.064
N 23.550 0.914 2.431
H 26.142 2.021 1.916
H 26.170 0.390 2.477
H 26.662 1.780 3.535
H 24.420 1.300 4.240
H 24.125 3.471 2.140
H 25.040 3.766 3.625
H 21.891 3.629 5.418
H 23.631 3.276 5.706
H 22.585 2.001 5.130
H 22.610 1.061 2.760
H 23.674 0.912 1.428
C 28.375 -0.673 -3.433
C 27.962 -0.234 -4.830
C 28.250 1.231 -5.051
O 27.797 1.993 -3.959
C 27.756 3.355 -4.215
N 28.742 -1.028 -5.793
H 29.458 -0.579 -3.318
H 27.996 -1.665 -3.193
H 27.994 0.047 -2.711
H 26.879 -0.401 -4.930
H 27.805 1.545 -6.008
H 29.338 1.367 -5.162
H 27.393 3.844 -3.307
H 27.072 3.648 -5.023
H 28.746 3.773 -4.446
H 28.463 -2.003 -5.722
H 28.481 -0.770 -6.743
C 28.706 -1.444 -0.121
C 28.599 -2.330 1.105
C 27.482 -3.327 1.091
O 26.240 -2.720 0.757
C 25.419 -2.424 1.849
N 29.894 -3.077 1.269
H 28.594 -2.086 -1.008
H 29.628 -0.879 -0.165
H 27.827 -0.806 -0.261
H 28.590 -1.706 2.009
H 27.353 -3.902 2.013
H 27.697 -4.074 0.310
H 24.788 -1.560 1.619
H 25.969 -2.171 2.764
H 24.720 -3.239 2.106
H 30.628 -2.517 0.851
H 29.834 -3.883 0.646
C 26.957 -6.758 2.564
C 27.716 -7.980 2.056
C 28.895 -7.473 1.216
O 29.845 -8.469 0.887
C 29.533 -9.139 -0.295
N 28.125 -8.799 3.183
H 26.649 -6.155 1.705
H 27.554 -6.142 3.238
H 26.059 -7.080 3.090
H 27.004 -8.535 1.437
H 29.443 -6.760 1.842
H 28.505 -6.954 0.330
H 30.292 -9.894 -0.504
H 29.491 -8.471 -1.167
H 28.574 -9.679 -0.310
H 28.679 -8.256 3.833
H 28.628 -9.628 2.902
C 24.046 -3.073 9.036
C 24.533 -3.843 7.809
C 24.451 -2.998 6.566
O 23.108 -2.816 6.220
C 22.964 -2.358 4.887
N 25.923 -4.234 8.024
H 22.963 -2.938 8.938
H 24.456 -2.062 9.048
H 24.221 -3.596 9.973
H 23.872 -4.716 7.735
H 24.991 -3.534 5.765
H 24.936 -2.022 6.705
H 21.972 -1.919 4.803
H 23.033 -3.182 4.168
H 23.738 -1.615 4.660
H 26.043 -4.754 8.883
H 26.242 -4.849 7.281
C 32.763 -4.129 -3.893
C 31.233 -4.167 -3.868
C 30.671 -3.903 -2.478
O 31.311 -4.604 -1.433
C 31.111 -6.002 -1.492
N 30.663 -3.166 -4.777
H 33.177 -4.991 -3.371
H 33.108 -3.201 -3.442
H 33.056 -4.203 -4.941
H 30.893 -5.157 -4.197
H 29.594 -4.130 -2.448
H 30.830 -2.843 -2.252
H 31.938 -6.489 -2.026
H 30.181 -6.209 -2.032
H 31.113 -6.436 -0.493
H 30.262 -2.377 -4.292
H 31.300 -2.857 -5.493
```

***

[4]
This record from the OMol25 dataset describes C12H23F6NO5Ti as an isolated structure. The level of theory is ωB97M-V with the def2-TZVPD basis set.

HOMO level (spin up / spin down) (hartree): -0.16796 / -0.28833
LUMO (spin up / spin down) (eV): 0.315 / -3.017
Orbital gap (spin up / spin down) (eV): 4.8857 / 4.8294
Expectation value of S²: 6.006
Spin multiplicity: 5

```
48
C12H23F6NO5Ti, DFT ωB97M-V with the def2-TZVPD basis set
Ti -0.628 -0.863 -0.677
C -0.873 2.790 -0.278
O -0.797 2.962 1.124
O -1.199 1.426 -0.413
C -1.731 3.905 -1.076
F -0.950 5.026 -1.032
F -1.954 3.600 -2.359
F -2.909 4.129 -0.527
C -0.557 4.289 1.626
C -0.103 4.202 3.084
H 0.931 3.889 2.937
H -0.186 5.155 3.606
H -0.605 3.395 3.616
H -1.484 4.850 1.516
H 0.230 4.911 1.200
H 0.163 2.895 -0.602
C 0.962 -1.762 2.097
O 1.651 -0.628 2.730
O -0.267 -1.209 1.725
C 1.867 -2.495 1.027
F 1.641 -2.066 -0.191
F 3.159 -2.464 1.254
F 1.579 -3.782 0.934
C 2.541 -0.897 3.822
C 3.217 0.396 4.136
H 3.911 0.180 4.948
H 3.749 0.747 3.252
H 2.621 1.226 4.515
H 3.288 -1.655 3.589
H 2.023 -1.223 4.724
H 0.831 -2.403 2.969
C -2.908 -3.483 -3.657
C -1.816 -2.963 -2.714
C -0.787 -2.093 -3.482
O 0.367 -1.819 -2.628
C 1.351 -1.049 -3.242
N -2.407 -2.157 -1.669
H -2.485 -4.133 -4.422
H -3.324 -2.565 -4.071
H -3.766 -3.895 -3.126
H -1.266 -3.810 -2.304
H -1.253 -1.153 -3.778
H -0.427 -2.646 -4.350
H 0.872 -0.123 -3.558
H 1.677 -1.472 -4.193
H 2.161 -0.942 -2.520
H -2.929 -1.538 -2.272
H -3.184 -2.682 -1.292
```

***

[5]
This record from the OMol25 dataset describes one molecule with the formula CH7ClSi2. The level of theory is ωB97M-V with the def2-TZVPD basis set.

HOMO level (hartree): -0.37962
LUMO (eV): 0.152
Orbital gap (eV): 10.4824
Spin multiplicity: 1

```
11
CH7ClSi2, DFT ωB97M-V with the def2-TZVPD basis set
C 0.131 0.609 0.619
Si 1.517 0.296 -0.850
Si -1.267 -0.752 0.647
Cl -3.060 0.195 -0.816
H 0.484 0.640 1.653
H -0.437 1.530 0.454
H 1.119 0.850 -2.160
H 2.866 0.833 -0.565
H 1.642 -1.145 -0.806
H -2.125 -1.143 1.741
H -0.870 -1.913 0.084
```

***

[6]
This record from the OMol25 dataset describes C44H55N8O4P2W as an isolated structure. The level of theory is ωB97M-V with the def2-TZVPD basis set.

HOMO level (spin up / spin down) (hartree): -0.52464 / -0.52939
LUMO (spin up / spin down) (eV): -8.053 / -8.053
Orbital gap (spin up / spin down) (eV): 6.2235 / 6.3526
Total charge: +3
Expectation value of S²: 2.007
Spin multiplicity: 3

```
114
C44H55N8O4P2W, DFT ωB97M-V with the def2-TZVPD basis set
W -16.418 -4.282 -6.740
O -16.795 -4.952 -4.900
P -18.369 -4.568 -4.360
C -19.176 -3.868 -5.791
P -19.399 -4.760 -7.264
O -17.921 -4.375 -7.997
C -19.664 -6.461 -7.290
C -21.009 -6.704 -6.907
C -21.377 -7.989 -6.836
C -20.493 -8.901 -7.154
C -19.229 -8.705 -7.694
C -18.819 -7.360 -7.858
C -20.515 -4.026 -8.375
C -20.588 -4.443 -9.819
C -21.642 -3.894 -10.567
C -22.580 -3.035 -10.040
C -22.411 -2.533 -8.742
C -21.451 -3.131 -7.877
C -18.952 -6.206 -3.786
C -18.315 -7.393 -4.148
C -18.972 -8.616 -3.983
C -20.175 -8.672 -3.377
C -20.641 -7.533 -2.682
C -20.077 -6.336 -2.983
C -18.388 -3.338 -2.977
C -18.554 -1.986 -3.380
C -18.564 -1.083 -2.345
C -18.436 -1.529 -1.037
C -18.435 -2.861 -0.692
C -18.267 -3.762 -1.689
H -19.194 -2.836 -6.039
H -22.223 -8.929 -9.797
H -21.635 -5.875 -6.609
H -22.293 -8.400 -6.475
H -20.841 -9.943 -6.974
H -18.845 -9.692 -7.918
H -17.868 -6.996 -8.164
H -19.794 -5.036 -10.232
H -21.709 -3.994 -11.629
H -23.352 -2.621 -10.734
H -22.972 -1.650 -8.316
H -21.518 -2.829 -6.811
H -17.368 -7.268 -4.549
H -18.545 -9.570 -4.394
H -20.522 -9.719 -3.264
H -21.462 -7.641 -2.016
H -20.334 -5.358 -2.497
H -18.676 -1.733 -4.407
H -18.874 -0.033 -2.492
H -18.365 -0.860 -0.263
H -18.329 -3.194 0.374
H -17.963 -4.823 -1.458
O -14.692 -4.039 -6.964
C -13.224 -3.872 -7.262
C -12.490 -4.004 -5.979
C -12.696 -5.428 -5.362
C -11.762 -5.673 -4.287
C -11.949 -6.492 -3.247
C -10.901 -7.107 -2.523
C -9.621 -6.611 -2.865
C -9.433 -5.761 -3.956
N -10.489 -5.307 -4.722
H -15.223 -8.084 -6.220
H -13.241 -2.801 -7.593
H -12.917 -4.764 -7.845
H -12.826 -3.154 -5.390
H -11.378 -4.018 -6.076
H -12.542 -6.085 -6.284
H -13.515 -5.458 -4.793
H -13.053 -6.780 -3.004
H -11.311 -7.844 -1.761
H -8.727 -7.152 -2.643
H -8.426 -5.551 -4.458
H -15.661 -7.525 -6.313
N -18.784 -5.103 -14.894
C -17.430 -4.870 -15.028
C -16.324 -4.299 -14.419
N -16.398 -3.748 -13.122
C -16.545 -3.365 -12.010
H -19.077 -5.914 -15.211
H -17.094 -5.182 -16.048
H -15.407 -4.960 -14.651
H -20.841 -9.755 -4.887
C -15.054 3.277 -13.229
N -13.928 2.713 -14.018
C -13.160 1.648 -13.465
N -14.079 0.571 -13.018
C -15.716 0.919 -12.663
N -16.168 2.024 -13.300
C -16.575 1.892 -14.772
N -15.493 2.058 -15.754
C -14.351 2.313 -15.351
C -13.862 -0.711 -13.111
H -15.395 4.062 -13.879
H -14.814 3.521 -12.247
H -12.703 1.906 -12.647
H -12.645 1.017 -14.326
H -15.650 1.095 -11.596
H -16.097 -0.030 -12.856
H -17.256 2.696 -14.940
H -17.233 1.037 -14.849
H -13.520 2.390 -16.055
H -19.334 -4.412 -14.397
H -12.927 -1.122 -13.415
H -14.560 -1.382 -12.774
C -16.528 0.408 -7.977
C -17.708 -0.411 -7.450
N -18.914 0.124 -7.180
O -17.530 -1.673 -7.299
H -16.022 -0.184 -8.694
H -15.919 0.614 -7.085
H -17.030 1.242 -8.432
H -18.884 1.119 -6.956
H -19.602 -0.426 -6.615
```

***

Q: Number 2 is which compound?
A: C2H2Cl6F3V2